Entry 1:
{"formula": "C25H48Cl3N4O3SSiTi", "method": "ωB97M-V with the def2-TZVPD basis set", "species": ["C", "C", "H", "H", "H", "C", "C", "H", "H", "H", "H", "Ti", "Cl", "Cl", "H", "H", "C", "C", "N", "H", "C", "O", "H", "H", "H", "H", "H", "H", "C", "C", "N", "H", "C", "O", "H", "H", "H", "H", "O", "C", "C", "C", "H", "C", "H", "C", "H", "C", "C", "H", "H", "H", "Si", "Cl", "C", "C", "C", "H", "H", "H", "H", "H", "H", "H", "H", "H", "C", "C", "N", "C", "S", "N", "C", "C", "H", "H", "H", "H", "H", "H", "H", "H", "H", "H", "H", "H"], "positions_angstrom": [[3.810166, 0.910007, -1.686638], [2.742224, 1.554821, -2.507608], [4.592283, 0.470601, -2.315262], [3.399368, 0.119534, -1.038546], [4.278971, 1.657772, -1.025754], [2.815322, 1.776955, -3.832567], [4.002005, 1.485979, -4.688413], [1.980066, 2.256287, -4.350177], [4.807301, 0.960962, -4.159685], [4.424591, 2.422201, -5.082514], [3.716569, 0.884650, -5.563055], [0.218101, -0.141356, 0.133874], [0.585317, 1.592079, 1.568090], [2.082784, -1.387039, 0.583520], [-3.351352, -1.893723, 4.080666], [-1.488795, -1.336531, 5.774648], [-2.586581, -2.340857, 3.425927], [-0.794832, -1.805998, 5.067943], [-1.294624, -1.710179, 3.707354], [-2.855192, -2.214426, 2.374160], [-0.538233, -1.159647, 2.769798], [-0.878100, -1.166977, 1.552067], [0.172822, -1.296433, 5.115477], [0.405510, -0.685367, 3.075753], [-2.528179, -3.410994, 3.669377], [-0.658264, -2.855871, 5.358123], [2.483694, -1.421767, -2.936719], [1.005637, -0.443745, -4.905869], [1.692966, -2.168495, -2.791402], [0.352493, -1.299177, -4.679404], [0.422060, -1.638659, -3.272903], [1.636734, -2.416894, -1.730456], [-0.610094, -1.420618, -2.461475], [-0.504264, -1.525787, -1.198169], [-0.676574, -1.036913, -4.940670], [-1.564423, -1.106527, -2.904260], [1.954496, -3.056178, -3.377189], [0.684339, -2.152905, -5.280581], [0.797572, 0.824084, -1.320547], [1.515410, 1.967750, -1.720863], [-0.455127, 2.464185, -3.283690], [0.557083, 2.914112, -2.435862], [-0.613619, 1.389216, -3.417710], [-1.256056, 3.399924, -3.954065], [1.883550, 2.474871, -0.816634], [0.750314, 4.280790, -2.223462], [-2.038635, 3.046316, -4.631384], [-1.038139, 4.770121, -3.768941], [-0.029887, 5.214548, -2.901565], [1.550107, 4.578995, -1.539521], [-1.649085, 5.499315, -4.305271], [0.159570, 6.279794, -2.749622], [5.070095, -4.601468, 2.940672], [6.552608, -4.145715, 1.549401], [3.915877, -5.797741, 2.079990], [4.280912, -2.961426, 3.365573], [5.908479, -5.394811, 4.421926], [3.507375, -5.342071, 1.169039], [3.083188, -6.067446, 2.741484], [4.449779, -6.715691, 1.800951], [6.425155, -6.319730, 4.134754], [5.165461, -5.642830, 5.191134], [6.647227, -4.715097, 4.865481], [3.857025, -2.485849, 2.471032], [5.031246, -2.289631, 3.804023], [3.474485, -3.106493, 4.095668], [-5.448833, 4.464328, 0.107569], [-5.184556, 2.992530, -0.161633], [-3.781370, 2.689309, 0.225140], [-3.410447, 1.408707, 0.580555], [-2.396884, 0.464923, -0.420058], [-3.922542, 0.905361, 1.706035], [-4.968936, 1.490800, 2.572090], [-6.228363, 0.642661, 2.603393], [-5.229196, 4.706454, 1.154774], [-6.498543, 4.699967, -0.103698], [-4.799867, 5.094901, -0.514897], [-5.865947, 2.346981, 0.404911], [-5.355095, 2.776825, -1.229305], [-3.127752, 3.045117, -0.473207], [-3.527858, 0.002816, 1.975340], [-4.568245, 1.565680, 3.593722], [-5.163272, 2.515487, 2.231718], [-6.037876, -0.350630, 3.032255], [-6.970774, 1.153914, 3.222138], [-6.642233, 0.487553, 1.600493]], "forces_ev_per_angstrom": [[0.30, -0.18, 0.18], [-0.44, 0.33, -1.05], [-0.09, 0.06, 0.25], [0.03, 0.32, -0.20], [-0.12, -0.21, -0.13], [0.07, -0.06, 0.72], [0.33, -0.10, -0.40], [0.17, -0.07, 0.27], [-0.25, 0.14, -0.19], [-0.05, -0.16, 0.04], [0.10, 0.05, 0.10], [-1.83, 1.23, -1.16], [0.37, 1.03, 1.14], [1.34, -1.05, 0.67], [0.17, -0.05, -0.26], [0.09, -0.03, -0.11], [0.21, 0.07, 0.24], [0.04, 0.09, -0.07], [-0.30, -0.32, 0.67], [0.16, 0.05, 0.18], [-0.33, 0.02, -2.52], [0.34, -0.59, 2.80], [-0.22, -0.10, 0.10], [-0.27, -0.13, 0.08], [0.00, 0.18, -0.14], [-0.02, 0.14, -0.06], [-0.17, -0.04, 0.10], [-0.13, -0.14, 0.14], [0.15, 0.25, -0.01], [0.01, 0.02, -0.06], [-0.30, -0.13, -0.17], [-0.10, 0.14, -0.20], [0.87, 0.04, 2.77], [-0.60, -1.12, -3.23], [0.16, -0.05, -0.01], [0.16, -0.04, -0.06], [-0.11, 0.03, 0.00], [-0.12, 0.09, 0.00], [0.96, 0.42, -0.83], [-1.03, -0.68, 0.40], [-0.09, 0.33, -0.10], [0.54, 0.09, 0.23], [0.05, 0.44, 0.15], [0.29, -0.09, 0.18], [-0.10, 0.13, 0.01], [-0.14, -0.11, -0.39], [0.20, 0.19, 0.25], [0.13, 0.01, 0.05], [-0.09, -0.18, -0.02], [-0.32, 0.06, -0.22], [0.13, -0.22, 0.16], [-0.19, -0.28, -0.09], [-0.18, 0.25, -0.04], [0.21, -0.08, -0.04], [0.04, 0.01, 0.06], [0.05, -0.23, 0.05], [0.03, -0.03, -0.04], [0.06, -0.07, 0.22], [0.08, 0.02, -0.13], [-0.11, 0.18, 0.06], [-0.10, 0.18, 0.05], [0.11, 0.04, -0.11], [-0.16, -0.12, -0.10], [0.05, -0.07, 0.18], [-0.18, -0.12, -0.10], [0.08, 0.08, -0.09], [-0.25, 0.04, 0.06], [0.72, -0.09, -0.26], [-0.53, 1.35, -0.16], [1.14, 0.50, -2.40], [0.09, -0.27, -0.37], [-1.47, -1.41, 3.27], [1.38, -0.48, -0.55], [-0.25, -0.02, -0.02], [-0.06, -0.06, -0.16], [0.13, 0.16, -0.03], [-0.17, -0.14, 0.10], [0.18, 0.20, -0.19], [-0.05, -0.07, 0.08], [-0.31, -0.13, 0.28], [-0.40, 0.64, -0.12], [-0.11, 0.10, -0.02], [0.10, -0.37, 0.19], [0.02, 0.24, -0.06], [-0.19, -0.14, 0.04], [0.09, 0.09, 0.13]], "lowdin_charge": [-0.050, -0.232, 0.060, 0.017, 0.096, -0.121, -0.110, 0.104, 0.056, 0.072, 0.064, 0.223, 0.013, 0.085, 0.089, 0.089, -0.024, -0.047, -0.168, 0.089, -0.304, -0.236, 0.092, 0.100, 0.091, 0.088, 0.091, 0.086, -0.029, -0.047, -0.157, 0.028, -0.265, -0.236, 0.090, 0.133, 0.089, 0.085, -0.383, -0.355, -0.034, -0.172, 0.104, -0.086, 0.113, -0.032, 0.097, -0.114, -0.097, 0.118, 0.089, 0.094, 0.099, 0.277, -0.221, -0.221, -0.227, 0.035, 0.030, 0.027, 0.026, 0.028, 0.028, -0.024, 0.033, 0.029, -0.123, -0.285, -0.071, -0.893, 0.596, -0.042, -0.257, -0.119, 0.062, 0.060, 0.067, 0.084, 0.104, 0.097, 0.085, 0.100, 0.087, 0.058, 0.059, 0.066], "largest_force_ha_per_bohr": 0.0749, "relative_energy_kcal_mol": 0.0, "multiplicity": 3, "charge": -1, "orbital_gap_ha": [0.0933, 0.2226]}

=====

Entry 2:
{"formula": "C3H9N2O", "method": "ωB97M-V with the def2-TZVPD basis set", "species": ["C", "C", "C", "N", "N", "O", "H", "H", "H", "H", "H", "H", "H", "H", "H"], "positions_angstrom": [[-2.132473, 0.622579, 0.144941], [3.624600, 0.094404, -0.237009], [-0.697392, 0.288840, 0.387840], [2.436604, -0.187744, 0.163805], [-2.886003, -0.285030, -0.609594], [0.223258, 1.049552, 0.607883], [-2.532941, 0.799768, 1.110915], [-2.092025, 1.743982, 0.023356], [4.276803, -0.710688, -0.403578], [3.942578, 1.108867, -0.497322], [-0.542288, -0.836797, 0.319962], [2.318119, -1.209814, 0.136628], [-3.778773, -0.303038, -0.284644], [-2.837514, -0.090062, -1.610573], [1.455751, 0.326477, 0.136966]], "forces_ev_per_angstrom": [[1.69, 2.98, 0.97], [-1.76, 1.59, 0.04], [-0.87, -2.07, -0.41], [0.41, -1.56, -1.84], [2.91, 0.05, -1.87], [-0.14, 0.13, -0.41], [-0.61, -0.83, 1.64], [-0.31, -0.57, -1.48], [1.06, -0.88, 0.04], [-0.25, -0.22, 0.37], [0.23, 0.74, -0.03], [-0.25, 0.41, 0.67], [-3.11, -0.33, 0.68], [-0.29, -0.20, 0.47], [1.27, 0.74, 1.14]], "lowdin_charge": [-0.273, 0.155, -0.195, 0.173, 0.057, 0.031, 0.131, 0.155, 0.099, 0.128, 0.147, 0.148, 0.049, 0.107, 0.088], "largest_force_ha_per_bohr": 0.0693, "relative_energy_kcal_mol": 70.5, "charge": 1, "orbital_gap_ha": 0.3076}

=====

Entry 3:
{"formula": "C20H52Br2N4O14V4", "method": "ωB97M-V with the def2-TZVPD basis set", "species": ["O", "V", "O", "O", "V", "O", "O", "V", "O", "O", "V", "O", "O", "C", "C", "O", "H", "H", "H", "H", "Br", "C", "C", "Br", "H", "H", "H", "H", "C", "C", "C", "O", "C", "N", "H", "H", "H", "H", "H", "H", "H", "H", "H", "H", "H", "C", "C", "C", "O", "C", "N", "H", "H", "H", "H", "H", "H", "H", "H", "H", "H", "H", "C", "C", "C", "O", "C", "N", "H", "H", "H", "H", "H", "H", "H", "H", "H", "H", "H", "C", "C", "C", "O", "C", "N", "H", "H", "H", "H", "H", "H", "H", "H", "H", "H", "H"], "positions_angstrom": [[2.749951, -5.349998, 3.313404], [2.197671, -4.873908, 1.875713], [2.583882, -3.286737, 1.786402], [0.576617, -3.252383, -3.050182], [1.123900, -3.260302, -1.530192], [2.480116, -2.375669, -1.503168], [-1.146434, -2.613586, 5.069410], [-1.404896, -3.447863, 3.739470], [-2.910235, -3.941899, 3.772054], [-3.344315, -3.532343, 0.152820], [-2.547048, -2.079959, 0.020719], [-3.570986, -0.988252, 0.079898], [-1.553767, -1.937325, 2.095683], [-0.342987, -1.268573, 1.839567], [0.007341, -0.798327, 0.404865], [-0.309511, -1.675732, -0.640264], [0.431868, -1.878854, 2.303508], [-0.328929, -0.425531, 2.530356], [1.043342, -0.460078, 0.424891], [-0.529352, 0.139531, 0.261773], [-5.507980, -1.032435, 2.756880], [-4.810489, 0.741541, 3.212158], [-3.294470, 0.754948, 3.021861], [-2.571404, 2.571230, 3.170108], [-5.237747, 0.890670, 4.203780], [-5.279732, 1.461113, 2.541246], [-3.047110, 0.380957, 2.028365], [-2.797783, 0.098243, 3.736105], [2.636801, -2.343685, 5.923692], [3.440196, -1.761033, 4.778399], [3.579734, -0.266529, 4.813953], [4.438666, 0.419027, 3.832910], [3.962990, 0.319891, 2.517057], [4.739386, -2.441688, 4.739058], [1.678436, -1.834317, 6.024560], [3.192383, -2.307728, 6.860781], [2.446966, -3.400822, 5.737829], [3.013794, -2.050000, 3.817794], [4.108237, 0.010795, 5.726027], [2.587987, 0.182527, 4.867745], [4.739146, 0.732877, 1.872747], [3.023617, 0.815317, 2.271656], [3.885467, -0.741457, 2.281218], [5.367142, -1.773372, 4.315520], [4.975127, -2.650272, 5.698760], [-2.723917, -0.887643, -4.331779], [-3.265617, -1.091749, -2.903885], [-4.824595, -1.303784, -2.985400], [-5.447306, -0.065462, -3.417726], [-6.874061, -0.188498, -3.569309], [-2.572784, -2.208345, -2.287320], [-1.637893, -0.806477, -4.377215], [-3.018839, 0.104361, -4.673899], [-2.921053, -1.645518, -5.089979], [-3.098126, -0.211648, -2.283023], [-5.184497, -1.603378, -2.001126], [-5.105346, -2.081292, -3.695867], [-7.339716, 0.734250, -3.915413], [-7.361469, -0.440918, -2.627599], [-7.082897, -0.935127, -4.335486], [-2.571582, -2.956690, -2.965618], [-1.601629, -1.934255, -2.244477], [0.412846, 5.500934, 0.717040], [0.530596, 4.032115, 0.345102], [1.857638, 3.633560, -0.255603], [1.929682, 2.251071, -0.471700], [3.218755, 1.804369, -0.865687], [0.239726, 3.272288, 1.558637], [-0.555920, 5.703374, 1.173777], [0.523391, 6.126665, -0.168586], [1.214996, 5.762810, 1.407037], [-0.283890, 3.743828, -0.319436], [2.685869, 3.964316, 0.371094], [1.957835, 4.172062, -1.197980], [3.332667, 0.724755, -0.768042], [4.044704, 2.304837, -0.360275], [3.298594, 2.075983, -1.918285], [-0.728378, 3.440009, 1.792621], [0.271822, 2.308396, 1.258663], [1.200507, 3.159381, -3.999799], [0.602311, 1.694518, -3.732642], [1.549488, 0.462044, -3.847560], [1.960380, 0.274683, -5.203397], [2.582862, -1.000055, -5.424785], [0.073830, 1.764604, -2.334270], [0.531861, 4.017851, -3.936261], [1.514104, 3.185473, -5.043392], [2.058479, 3.329577, -3.349397], [-0.203124, 1.478612, -4.434617], [0.931364, -0.389887, -3.564294], [2.430143, 0.529817, -3.208838], [2.558961, -1.270337, -6.480476], [2.038020, -1.834055, -4.982400], [3.624728, -1.048046, -5.108066], [0.797675, 2.041610, -1.686660], [-0.046780, 0.837003, -1.953338]], "forces_ev_per_angstrom": [[-1.72, 1.06, -3.44], [3.38, 2.42, 3.87], [-1.41, -3.89, -0.23], [1.28, -0.30, 3.39], [-0.15, 5.37, -2.72], [-2.87, -2.44, -0.02], [-0.12, -1.30, -1.77], [-3.28, 2.96, -0.21], [2.47, 0.46, 0.19], [2.02, 3.04, 0.08], [0.94, -6.54, -0.29], [-2.26, 2.76, 0.16], [-0.68, -2.30, -0.92], [0.80, 0.19, 1.41], [-0.02, 0.56, 1.34], [0.37, -2.80, -0.25], [0.95, -0.41, -0.52], [0.11, 0.79, -0.39], [0.35, -0.31, -0.11], [-0.49, 0.15, -0.33], [0.21, 0.08, -0.04], [-0.27, 0.08, -0.31], [-0.52, -0.44, 0.17], [-0.37, -0.50, 0.27], [0.73, 0.24, 0.05], [0.01, -0.20, -0.04], [-0.12, 0.30, 0.06], [0.04, 0.33, 0.15], [-0.37, 0.18, -0.28], [0.80, -1.57, -0.88], [1.26, 2.10, 0.39], [-1.53, -1.09, 1.02], [0.76, -0.57, -0.52], [-0.89, 0.82, 0.14], [0.01, -0.02, 0.22], [-0.08, 0.30, 0.08], [-0.04, -0.06, -0.10], [-0.69, 0.20, -0.21], [-0.22, -0.10, 0.28], [-0.17, 0.19, -0.33], [-0.04, 0.08, 0.02], [-0.27, 0.25, 0.47], [-0.23, -0.18, -0.44], [0.80, -0.29, 0.04], [0.77, -0.17, -0.02], [0.72, 1.14, 0.19], [-1.64, 0.64, -2.00], [0.09, 1.08, 0.08], [0.36, -0.60, 0.49], [0.38, -0.27, -0.10], [0.61, 0.13, 1.54], [0.40, -0.08, 0.53], [-0.49, -0.23, -0.28], [-0.73, -0.13, 0.29], [0.02, 0.12, -0.20], [-0.18, 0.05, 0.18], [0.27, -0.29, -0.15], [0.64, 0.23, 0.04], [0.09, -0.24, 0.10], [-0.15, -0.26, 0.09], [-0.34, -0.79, 0.39], [0.43, 0.23, -0.50], [0.53, 0.07, -0.72], [-0.61, -0.02, 1.01], [0.15, 1.25, -0.02], [0.42, -1.01, 1.36], [0.05, 0.56, -0.92], [0.43, -0.44, -0.51], [0.09, 0.00, -0.01], [-0.11, 0.11, 0.01], [-0.11, 0.03, 0.14], [-0.03, 0.23, -0.92], [0.06, -0.04, 0.31], [0.08, 0.06, -0.29], [-0.34, 0.03, 0.16], [-0.18, 0.07, 0.40], [0.45, -0.20, -0.20], [-0.02, 0.10, 0.37], [0.13, -0.55, 0.44], [0.05, -1.84, -0.92], [0.27, 1.74, 1.15], [0.04, 0.74, -1.24], [0.07, -0.65, 0.31], [-0.29, 0.02, -0.37], [0.01, -0.88, -0.88], [-0.51, -0.51, 0.52], [0.45, -0.06, 0.05], [0.06, 0.00, -0.09], [-0.17, 0.24, 0.05], [-0.03, -0.36, 0.33], [0.01, 0.06, 0.25], [0.02, 0.66, -0.17], [-0.25, 0.10, 0.60], [0.05, 0.27, 0.26], [0.28, 0.81, -0.27], [-0.79, -0.72, -0.32]], "lowdin_charge": [-0.239, 1.109, -0.324, -0.251, 1.053, -0.264, -0.259, 1.048, -0.221, -0.347, 0.849, -0.269, -0.362, -0.302, -0.286, -0.343, 0.071, 0.127, 0.119, 0.118, 0.681, -0.644, -0.686, 0.738, 0.058, 0.059, 0.008, 0.051, -0.037, -0.455, -0.142, -0.153, -0.114, 0.123, 0.080, 0.097, 0.075, 0.089, 0.143, 0.135, 0.096, 0.085, 0.067, 0.089, 0.092, -0.031, -0.375, -0.158, -0.188, -0.081, 0.033, 0.060, 0.094, 0.094, 0.135, 0.115, 0.127, 0.092, 0.088, 0.087, 0.122, 0.032, -0.034, -0.424, -0.193, -0.252, -0.073, 0.073, 0.087, 0.088, 0.091, 0.140, 0.140, 0.129, 0.086, 0.099, 0.079, -0.049, 0.046, -0.017, -0.316, -0.191, -0.162, -0.086, 0.099, 0.080, 0.077, 0.052, 0.127, 0.093, 0.108, 0.093, 0.061, 0.090, 0.007, 0.040], "largest_force_ha_per_bohr": 0.1287, "charge": 2, "orbital_gap_ha": 0.0669}

=====

Entry 4:
{"formula": "C4H6N2O", "method": "ωB97M-V with the def2-TZVPD basis set", "species": ["N", "C", "C", "C", "C", "O", "N", "H", "H", "H", "H", "H", "H"], "positions_angstrom": [[-2.295019, -0.224114, 0.217971], [-0.932947, 0.045785, -0.013675], [-0.247342, 1.206121, -0.244451], [1.159181, 0.909803, -0.139061], [1.251639, -0.427365, 0.114532], [2.294300, -1.277837, 0.317701], [-0.007458, -0.960876, 0.178385], [-2.676115, -0.939095, -0.387467], [-2.848470, 0.620040, 0.142300], [-0.685440, 2.174219, -0.455882], [1.980249, 1.609808, -0.225884], [3.106682, -0.764826, 0.237294], [-0.216243, -1.894977, 0.497719]], "forces_ev_per_angstrom": [[0.03, 0.08, -0.08], [0.16, 0.17, 0.08], [-0.19, -0.05, 0.05], [0.09, -0.11, -0.03], [-0.15, 0.20, 0.02], [0.11, 0.13, -0.06], [-0.02, -0.10, 0.14], [-0.01, 0.08, -0.11], [0.05, -0.16, 0.00], [0.06, -0.20, 0.08], [-0.12, -0.15, -0.06], [-0.06, -0.13, 0.01], [0.05, 0.21, -0.04]], "lowdin_charge": [0.084, -0.390, -0.064, -0.054, -0.398, 0.064, 0.135, 0.078, 0.082, 0.094, 0.096, 0.110, 0.163], "largest_force_ha_per_bohr": 0.0049, "relative_energy_kcal_mol": 21.0, "charge": 0, "orbital_gap_ha": 0.2931, "smiles": "Nc1ccc(O)[nH]1"}